1.
Entry from the OMol25 dataset: C5H7NO in the gas phase (the ωB97M-V functional and the def2-TZVPD basis).

Values from the calculation:
* 2S+1: 1
* energy relative to the best compared isomer or geometry (same formula, charge and spin): 4.650 eV
* highest occupied orbital energy: -0.3311 Ha
* SMILES string: CC(=O)[C@@]12C[C@@H]1N2

Positions of all 14 atoms, in Å:
C  1.288  -0.570  1.229
C  0.687  0.680  0.607
O  1.188  1.783  0.511
C  -0.606  0.352  0.117
C  -0.183  0.169  -1.403
C  -1.266  -0.577  -0.709
N  -2.009  0.441  0.110
H  2.314  -0.642  0.904
H  0.757  -1.525  1.059
H  1.207  -0.356  2.299
H  -0.270  1.037  -2.047
H  0.709  -0.438  -1.654
H  -1.456  -1.633  -0.676
H  -2.360  1.278  -0.346



2.
Entry from the OMol25 dataset: 2 unconnected molecules or ions with the total composition C2H6FINP (the ωB97M-V functional and the def2-TZVPD basis).

Values from the calculation:
* 2S+1: 1
* energy relative to the best compared isomer or geometry (same formula, charge and spin): 0.000 eV
* highest occupied orbital energy (spin up / spin down): -0.3125 / -0.3125 Ha

Positions of all 12 atoms, in Å:
C  0.589  -0.987  0.429
C  0.775  1.041  -0.951
N  -0.049  0.178  -0.108
F  1.767  1.514  -0.169
P  -1.490  0.860  0.360
I  -3.407  -1.863  -0.291
H  0.115  -1.036  1.415
H  0.355  -1.973  -0.015
H  1.655  -0.764  0.737
H  1.194  0.572  -1.805
H  0.120  1.948  -1.323
H  -1.625  0.510  1.721



3.
Entry from the OMol25 dataset: a molecular structure, C4H7NO (the ωB97M-V functional and the def2-TZVPD basis).

Values from the calculation:
* 2S+1: 1
* energy relative to the best compared isomer or geometry (same formula, charge and spin): 5.347 eV
* highest occupied orbital energy: -0.3237 Ha

Positions of all 13 atoms, in Å:
O  -2.881  0.363  0.631
C  -1.876  -0.302  0.613
C  -0.487  0.297  0.744
N  0.496  -0.564  0.108
C  0.899  -0.253  -1.263
C  1.970  0.251  -0.368
H  -1.900  -1.407  0.509
H  -0.252  0.377  1.813
H  -0.498  1.315  0.330
H  0.211  0.457  -1.724
H  1.077  -1.130  -1.884
H  1.495  -0.702  0.590
H  1.746  1.297  -0.102



| no. | strongest force on any atom (hartree/bohr) |
| --- | --- |
| 1 | 0.0377 |
| 2 | 0.0652 |
| 3 | 0.0104 |